1.
115
Properties=species:S:1:pos:R:3:forces:R:3 method="wB97M-V/def2-TZVPD" de_lowest_kj_mol=0.0 total_charge=0 multiplicity=2 orbital_gap_ev="7.47 / 7.16" s_squared=0.754
Ir 0.27388 -1.15402 -0.95096 1.228 0.473 1.379
S -1.92148 2.48774 -1.47011 -0.180 -0.056 -0.087
S -0.02954 0.00043 -2.93112 0.052 0.090 -0.115
S 2.06391 -0.15150 -3.09705 -0.596 -0.051 -0.342
P 0.75458 1.59615 1.07092 0.031 0.151 0.319
P 2.61617 -0.69285 1.80846 0.085 0.070 -0.037
F -0.40437 -4.45860 -0.04857 -0.003 -0.022 0.030
F 2.21867 -4.00645 0.18184 -0.016 -0.069 0.023
F 3.27793 -3.34860 -1.58209 0.035 0.037 0.011
F -1.19205 -4.84861 -2.01677 -0.019 0.005 -0.001
F 0.28204 -6.17765 -1.16726 -0.007 -0.024 0.035
F 2.87040 -5.44648 -1.27686 0.043 -0.011 -0.012
O 1.88290 -1.41066 0.72442 -0.334 -0.494 -0.079
O 2.55533 1.10814 -3.58516 0.111 0.097 0.203
O -1.50343 3.83242 -0.98091 0.054 0.035 0.056
O 0.05015 0.66005 0.12782 -0.108 0.335 -0.141
O 0.65713 -2.71781 -2.07567 -0.074 -0.307 -0.074
O 2.45202 -1.30916 -3.84737 0.088 0.062 0.025
O 2.20552 -0.33129 -1.60297 0.139 -0.285 -0.261
N -1.98537 -1.95352 -2.16073 -0.258 -0.093 -0.511
C 3.12052 -3.42564 5.44281 0.010 0.016 0.019
C 4.71175 -0.62918 0.07589 0.017 0.005 -0.023
C -0.90040 -1.58641 1.74928 0.158 -0.075 -0.118
C 1.62769 0.70345 2.40169 0.085 0.082 -0.073
C -5.35407 1.19821 1.23650 -0.001 -0.013 -0.031
C -2.12318 2.75145 3.69068 0.051 0.010 -0.005
C 6.18962 1.25355 1.50206 -0.017 -0.008 0.018
C -2.89071 -2.37812 -1.28866 0.117 -0.032 0.084
C -3.11885 -2.19150 2.45372 -0.028 -0.021 -0.071
C -4.23555 3.26197 -5.32056 0.006 0.003 0.003
C 2.80225 3.46059 1.10430 0.020 -0.005 -0.006
C -3.90302 4.31322 -4.47744 0.011 0.004 0.000
C 3.73881 4.27683 0.50062 -0.012 -0.020 -0.007
C -4.78079 2.45217 1.38197 0.046 0.042 0.013
C 3.83051 4.31265 -0.88880 0.019 0.040 0.003
C -3.18537 1.71048 -3.81364 0.025 -0.080 0.020
C -2.87691 2.76753 -2.97046 0.040 0.108 -0.010
C 2.82238 -1.73832 3.25961 0.114 -0.035 -0.025
C -3.26862 -2.84901 -3.94982 -0.017 -0.056 -0.068
C -0.38289 2.61873 2.02549 -0.178 -0.093 -0.114
C -3.87720 1.96207 -4.98824 -0.017 0.018 -0.015
C -3.74495 2.84999 0.54546 -0.091 0.028 -0.029
C -2.51769 -2.12191 0.11094 0.103 -0.134 -0.080
C -0.07216 -4.88427 -1.27529 0.037 0.051 -0.048
C 3.49633 -1.29720 4.39877 -0.005 0.042 0.003
C -4.04327 -3.05160 -1.70019 0.104 0.073 0.031
C -4.23405 -3.27585 -3.04879 -0.030 0.010 -0.013
C 2.44794 -3.86578 4.31429 -0.017 -0.016 -0.004
C -1.25331 1.99626 2.92341 -0.048 -0.036 -0.016
C -3.29994 1.97949 -0.43204 -0.023 -0.004 0.057
C -1.29037 4.75587 2.65202 -0.013 0.015 0.008
C -3.21565 4.06958 -3.29682 -0.045 -0.011 0.023
C -2.15196 -2.20154 -3.45704 0.006 -0.027 0.071
C 5.94645 -0.20714 -0.39686 -0.011 -0.030 0.008
C 4.95971 0.83671 1.97984 -0.014 0.024 0.019
C 2.02400 2.74275 -1.06718 -0.032 0.039 -0.019
C -1.81767 -1.83519 2.75789 0.055 0.003 0.128
C -3.84863 0.71296 -0.57413 0.049 0.044 -0.050
C 1.03721 -4.03087 -1.93151 0.019 0.070 -0.037
C -2.13326 4.13428 3.56088 0.006 0.021 0.008
C -0.41869 4.00198 1.87937 0.069 -0.024 0.003
C 2.97532 3.55595 -1.66963 -0.011 -0.030 -0.024
C 2.35891 -4.20867 -1.13791 -0.066 0.050 -0.080
C 6.67853 0.73362 0.31016 0.021 0.009 -0.021
C 1.27801 -4.53600 -3.35757 0.049 -0.148 0.016
C -1.20046 -1.70236 0.38842 -0.701 -0.047 0.003
C 2.29785 -3.02539 3.21901 -0.067 -0.018 -0.015
C 3.64309 -2.13797 5.48822 -0.033 -0.009 -0.017
C 4.21694 -0.10283 1.26552 -0.026 0.046 0.027
C 1.95259 2.67828 0.31536 -0.001 0.022 0.042
C -3.45250 -2.33715 1.12211 0.142 -0.094 0.074
C -4.88632 0.32921 0.25764 -0.096 0.092 -0.018
H 6.76278 1.98727 2.05365 -0.004 0.010 -0.011
H 7.63190 1.07501 -0.07241 0.012 -0.025 0.011
H 1.98011 -3.85207 -3.82895 0.021 0.010 0.012
H -6.16051 0.89121 1.89006 -0.007 0.002 0.006
H 0.22552 4.48782 1.16033 -0.029 0.006 -0.041
H -4.46499 -2.61421 0.85995 0.040 -0.062 0.029
H 1.77819 -3.36171 2.33163 0.003 0.005 0.015
H -5.12014 -3.79306 -3.39411 0.010 -0.011 -0.003
H -4.17015 5.32772 -4.74380 -0.009 -0.002 0.001
H 1.34488 2.16191 -1.67418 0.000 -0.022 -0.003
H -4.76191 3.45698 -6.24595 -0.008 -0.002 0.005
H -1.28051 0.91548 3.00743 0.017 -0.010 -0.036
H 4.58253 1.26003 2.90389 -0.014 0.014 -0.013
H -2.87816 0.69916 -3.57248 0.008 0.007 0.036
H -5.13348 3.12366 2.15523 -0.008 0.006 -0.017
H 0.33792 -4.49739 -3.90303 -0.007 0.036 0.011
H 0.86621 0.27275 3.05250 -0.026 0.068 0.064
H 4.57504 4.94277 -1.35899 -0.005 -0.005 -0.002
H -1.50039 -1.74579 3.79160 -0.007 -0.001 -0.003
H 2.20179 1.41419 2.99874 0.040 -0.021 -0.026
H -3.46392 0.02427 -1.31745 -0.034 0.128 0.005
H 2.04030 -4.86745 4.27891 0.006 0.000 -0.003
H -3.85170 -2.36296 3.23092 0.003 0.004 0.005
H -2.93182 4.86887 -2.62414 0.023 0.008 -0.015
H 2.72491 3.44736 2.18640 0.011 -0.023 -0.013
H 3.04351 3.56881 -2.74804 0.006 -0.002 -0.005
H -5.32333 -0.65564 0.14842 -0.015 0.097 -0.017
H -3.36563 -3.02630 -5.01209 -0.018 -0.003 0.008
H -4.75542 -3.41598 -0.97520 -0.024 -0.020 -0.022
H 3.24384 -4.08573 6.29169 -0.013 0.001 0.000
H -4.12297 1.14340 -5.65213 0.005 -0.003 -0.002
H 0.10189 -1.33720 2.04413 -0.023 -0.011 -0.009
H -1.31515 5.83136 2.53424 0.005 -0.006 0.001
H -2.80737 4.72851 4.16524 -0.004 -0.003 -0.010
H 1.66706 -5.55258 -3.37288 -0.029 -0.004 -0.021
H 6.32854 -0.61284 -1.32415 -0.017 0.026 -0.014
H -1.35484 -1.86499 -4.10944 -0.003 -0.015 0.018
H 4.16556 -1.79254 6.37054 0.007 -0.006 -0.005
H -3.28237 3.82455 0.63374 0.043 -0.003 0.023
H 4.40120 4.88068 1.10726 -0.001 0.003 -0.003
H -2.79366 2.26218 4.38492 -0.011 -0.009 -0.016
H 3.91485 -0.29863 4.44252 0.008 -0.008 -0.017
H 4.11751 -1.33660 -0.48570 0.006 0.006 0.007


2.
119
Properties=species:S:1:pos:R:3:forces:R:3 method="wB97M-V/def2-TZVPD" de_lowest_kj_mol=0.0 total_charge=-2 multiplicity=1 orbital_gap_ev=5.50
Cd -0.53345 -0.12668 -0.37880 -0.388 -0.500 -0.315
As 1.71098 -2.16285 -2.01790 -0.070 0.076 0.038
Cl 1.81919 2.15876 3.69123 0.338 -0.010 0.015
O 1.07970 2.41530 2.47991 -0.106 -0.027 0.038
O -3.76023 -2.92039 -1.53200 0.006 0.049 0.002
O 1.75521 -2.63417 12.45122 -0.012 0.017 -0.002
O 3.12310 2.76082 3.60006 0.118 0.111 -0.003
O -3.52498 3.49010 -0.13886 -0.102 -0.003 0.010
O -5.39245 3.53716 0.89641 0.026 -0.064 -0.033
O 1.96956 0.73013 3.87895 0.029 -0.092 -0.021
O 1.10843 2.71013 4.82547 -0.141 0.031 0.151
O -8.13270 -1.71424 -0.32646 0.013 -0.005 0.009
O -8.66097 0.26746 0.31818 0.008 0.005 -0.005
O -2.58169 1.06128 -0.75768 0.052 0.009 0.082
O -1.98042 -1.66605 -1.07525 0.076 -0.154 -0.003
N -0.82407 3.23737 -0.67092 0.140 0.071 0.128
N -4.55316 2.93182 0.23780 0.015 0.065 -0.005
N -7.83782 -0.55956 -0.05908 -0.017 0.000 0.000
N 0.85524 -2.65419 6.05624 0.063 -0.018 0.009
N -0.13573 -0.72826 6.54601 0.006 -0.083 -0.053
N -1.13051 0.30608 1.85261 -0.015 0.243 -0.085
N 0.93890 -0.49469 -2.01167 0.014 0.124 0.181
N 0.01333 -2.06746 1.24559 -0.030 -0.056 -0.011
C 0.49231 -2.53374 3.55457 0.035 -0.007 -0.049
C 3.59934 -2.82861 -5.76035 -0.017 0.000 0.003
C 1.49439 -2.48971 11.11655 -0.022 0.040 0.066
C -0.21523 1.48943 -4.90586 0.009 -0.005 -0.013
C 3.05435 -2.12383 -0.54891 0.058 -0.074 -0.108
C 0.39606 -2.06327 4.90432 -0.112 0.054 0.038
C 2.49676 0.14552 0.55687 0.036 0.066 -0.065
C -5.48323 -1.07761 -0.60185 0.127 0.016 0.014
C 3.70490 -4.40475 -1.51582 0.002 -0.064 -0.064
C -0.81695 -0.03112 4.19796 0.009 -0.019 -0.041
C -6.12196 1.14896 0.07761 0.165 -0.101 -0.060
C 4.00356 0.13815 -2.70948 0.002 0.036 0.049
C 2.91196 -1.98822 -3.59800 0.038 0.046 0.026
C 4.51335 -1.80531 -5.91387 -0.001 -0.024 -0.001
C 0.84826 -2.02859 8.43499 -0.009 -0.005 0.064
C 3.80234 -3.31960 -0.47234 0.026 0.033 0.080
C 2.79363 -2.93211 -4.62261 0.020 0.064 -0.024
C -0.22520 -0.87251 5.18427 -0.031 -0.080 0.082
C 1.05469 -4.12374 1.86788 -0.001 -0.008 0.032
C -0.68197 -0.44923 2.86512 0.111 0.096 0.046
C 0.38756 1.12024 -3.71511 0.042 -0.033 0.015
C -1.46209 1.17928 4.46195 -0.066 0.017 -0.017
C 4.61183 -0.86238 -4.89693 -0.003 0.027 0.043
C -6.45793 -0.15167 -0.19661 -0.090 0.067 0.040
C 2.60235 -3.69556 12.83131 0.018 -0.017 -0.004
C -3.22692 -1.86964 -1.16567 0.021 0.083 -0.038
C 1.67201 -3.08614 8.79907 0.010 -0.006 0.006
C 5.76406 -2.86216 2.75830 0.031 -0.016 0.045
C 1.06987 -3.75504 3.18915 -0.021 0.004 -0.028
C 4.67197 -3.53956 0.58914 -0.052 -0.026 -0.018
C 0.49829 -3.25003 0.92749 -0.039 -0.016 -0.005
C -4.17388 -0.72321 -0.75785 -0.080 -0.115 -0.023
C -3.74894 0.65597 -0.55950 0.059 -0.028 -0.040
C 1.99736 -3.32371 10.12692 0.010 -0.013 -0.018
C 0.53521 -1.82415 7.01884 -0.031 0.079 -0.034
C -0.02608 -1.71501 2.53994 -0.017 -0.013 0.053
C 0.31174 -0.19680 -3.22879 -0.011 0.054 -0.082
C -0.90366 0.55602 -5.67082 -0.011 0.012 0.000
C 3.83258 -0.93110 -3.74985 0.005 -0.066 -0.049
C 3.21215 -1.17521 0.47367 0.056 -0.003 0.064
C 4.09090 -1.44320 1.52735 -0.011 -0.002 0.055
C -0.98882 -0.75076 -5.20754 -0.004 -0.019 -0.018
C 5.36628 -1.69384 -7.14839 0.030 0.002 -0.050
C 1.82837 -4.09162 -4.59457 -0.047 -0.097 -0.001
C 0.34840 -1.20355 9.44521 0.003 -0.018 -0.019
C -1.94570 1.91699 3.41396 0.004 -0.024 -0.032
C 0.66601 -1.42615 10.77021 0.024 -0.037 -0.025
C -0.39999 -1.12372 -4.01059 -0.043 0.011 0.007
C -1.73687 1.44897 2.11833 -0.083 0.024 0.060
C -4.80261 1.54824 -0.09499 -0.152 0.116 0.046
C 4.82595 -2.61133 1.60949 -0.041 0.021 -0.023
C -0.00087 2.42452 -0.62199 0.051 0.098 -0.008
H 1.49832 -4.38665 3.95682 0.004 0.005 0.002
H 0.44588 -3.52375 -0.11978 0.010 0.020 0.021
H 4.45764 -0.26590 -1.80246 0.012 -0.008 -0.012
H -1.54468 -1.49131 -5.77238 -0.002 0.011 -0.002
H -0.13723 2.51776 -5.24270 -0.008 -0.007 -0.004
H 2.27774 0.57089 -0.41612 -0.022 -0.015 0.007
H 5.60132 -3.84963 3.19640 -0.011 -0.003 -0.012
H 2.06099 -3.72731 8.01983 -0.005 0.012 -0.015
H 2.37065 -5.03875 -4.51318 0.002 0.011 0.000
H -1.73369 3.66149 -0.56363 -0.046 -0.083 -0.142
H 5.15032 -0.77307 -7.69543 -0.010 0.001 0.012
H 1.47268 -5.06436 1.53507 0.001 -0.001 0.015
H 5.62416 -2.11861 3.54289 -0.003 0.000 -0.007
H 4.22919 -4.12707 -2.43385 -0.018 0.012 0.012
H 1.12348 -4.04236 -3.76883 0.012 0.035 0.002
H 3.03605 0.54918 -2.42035 0.002 0.004 -0.026
H 2.64357 -4.15482 10.37017 -0.003 0.004 -0.005
H 2.17842 -4.66569 12.55521 0.004 0.007 0.004
H 3.48810 -3.56944 -6.54791 0.002 0.004 -0.003
H 1.55794 0.04224 1.10791 0.016 0.002 0.018
H 4.17795 -0.69877 2.31318 -0.014 -0.002 0.001
H 6.80789 -2.81771 2.43582 -0.007 0.005 -0.009
H -0.30766 -0.37511 9.20795 0.001 -0.001 -0.017
H 5.31214 -0.03794 -5.00035 0.002 -0.008 -0.010
H 5.19215 -2.53222 -7.82416 -0.004 0.000 0.008
H 4.14436 -5.32976 -1.13827 0.028 0.014 -0.009
H -1.55450 1.54427 5.47711 0.021 -0.012 -0.002
H -2.06446 2.02261 1.26290 -0.008 -0.030 0.001
H -0.39947 0.08512 7.07050 0.058 0.054 -0.012
H 4.64326 0.93643 -3.08799 -0.011 0.014 0.010
H -2.43198 2.87049 3.56103 -0.011 -0.005 0.022
H 3.59430 -3.59801 12.38027 -0.010 0.000 0.003
H 6.42949 -1.67869 -6.89709 -0.007 -0.001 0.012
H 0.93980 1.84460 -3.12881 -0.017 -0.001 0.003
H 1.25520 -4.12070 -5.52354 0.012 -0.002 -0.007
H -5.74261 -2.10673 -0.80319 -0.026 -0.003 -0.008
H -0.54316 -2.13196 -3.63844 0.012 0.010 0.026
H 0.27978 -0.78736 11.55324 0.005 -0.003 0.005
H 2.67002 -4.61526 -1.79750 0.001 0.012 0.025
H 3.07608 0.85428 1.14770 0.025 0.007 -0.040
H 2.69431 -3.63907 13.91319 -0.003 -0.002 -0.002
H -6.86327 1.85655 0.40693 -0.027 0.015 0.017
H 5.23029 -4.47194 0.62088 0.007 0.006 0.009
H -1.37770 0.84372 -6.60161 0.007 0.000 0.001